Entry 1:
C4H6O | ωB97M-V/def2-TZVPD

Geometry as XYZ:
```
11
C4H6O ωB97M-V/def2-TZVPD
O -0.292 0.210 0.076
C -1.331 -1.690 1.033
C 0.766 0.782 -0.674
C -0.662 -1.085 -0.009
C 1.139 2.064 -0.516
H -1.610 -0.954 1.920
H -1.675 -2.805 1.261
H 0.809 2.625 0.273
H 1.204 0.043 -1.296
H 2.057 2.440 -1.087
H -0.406 -1.630 -0.980
```

Calculated values
Highest occupied orbital energy: -8.6 eV
Net charge: 0
Energy: -231.15139 hartree
Maximum force: 0.081 hartree/bohr
Kohn-Sham gap: 9.79 eV

---

Entry 2:
C13H19ClCuSi | ωB97M-V/def2-TZVPD

Geometry as XYZ:
```
35
C13H19ClCuSi ωB97M-V/def2-TZVPD
Cu -1.010 0.629 0.869
Cl 0.419 -0.672 2.067
Si 0.059 1.113 3.270
C 2.481 0.179 -0.183
C 1.527 2.125 2.776
C 2.131 -0.357 -2.399
C -1.488 2.082 2.845
C -2.512 -0.973 -0.235
C -1.886 1.171 -0.923
C 1.885 1.039 -2.227
C -1.492 0.216 -1.911
C -2.754 0.431 -0.007
C 2.095 1.378 -0.854
C 2.439 -0.901 -1.119
C 0.081 0.213 4.939
C -1.890 -1.093 -1.509
H -0.768 -0.476 5.032
H 2.381 1.482 2.494
H 1.626 1.755 -2.991
H -1.752 -2.019 -2.088
H -3.534 0.881 0.644
H 0.981 -0.407 5.037
H -2.434 1.531 2.966
H -0.906 0.467 -2.791
H 1.857 2.789 3.598
H -1.461 2.620 1.871
H 2.046 -0.924 -3.313
H 2.012 2.374 -0.401
H 2.631 -1.950 -0.885
H -1.724 2.262 -0.960
H -2.811 -1.774 0.443
H 2.845 0.128 0.837
H 1.249 2.760 1.916
H -1.467 2.912 3.582
H 0.056 0.881 5.811
```

Calculated values
Highest occupied orbital energy (spin up / spin down): 2.8 / -0.3 eV
Net charge: -2
2S+1: 2
Energy: -2896.79052 hartree
Maximum force: 0.036 hartree/bohr
Kohn-Sham gap (spin up / spin down): 2.79 / 6.00 eV